Record 1
Computed, not measured: an isolated molecule of C4H7NO in a non-equilibrium geometry, with ωB97M-V/def2-TZVPD.

Each line ends with the natural charge from an NBO analysis.
Positions of all 13 atoms, in Å:
1 C -1.87 0.03 -0.39  -0.615
2 C -0.67 0.08 0.53  -0.335
3 C 0.08 -1.10 0.30  0.016
4 N 1.21 -0.94 -0.19  -0.072
5 O 1.47 0.45 -0.35  -0.391
6 C 0.34 1.19 0.20  -0.087
7 H -1.66 -0.28 -1.47  0.222
8 H -2.70 -0.74 -0.17  0.222
9 H -2.39 1.01 -0.41  0.218
10 H -1.02 0.14 1.59  0.229
11 H -0.27 -2.09 0.37  0.212
12 H 0.65 1.84 1.07  0.194
13 H -0.13 1.87 -0.61  0.187

Calculated values
- Charge: 0
- Molecular weight: 85.1 g mol⁻¹
- SMILES string: C[C@H]1C=NOC1
- Orbital gap: 0.38155 Ha
- ΔE to the lowest compared entry with this formula, charge and spin: 288.74 kJ/mol
- Maximum force: 0.0601 Eh/bohr
- Calculated total energy: -286.52167 hartree
- HOMO level: -9.5 eV

---

Record 2
Computed, not measured: a cluster of 3 separate species, C3H7O2 in total in a non-equilibrium geometry, with ωB97M-V/def2-TZVPD.

Each line ends with the natural charge from an NBO analysis.
Positions of all 12 atoms, in Å:
1 C 0.22 -0.23 0.82  0.276
2 O 0.23 -1.24 1.52  -0.571
3 H -0.01 -0.08 -0.27  0.181
4 H 0.50 0.62 1.34  0.091
5 H -5.17 -1.72 4.44  0.006
6 C 1.72 0.02 -2.38  -0.793
7 C 1.54 1.35 -1.94  0.228
8 O 0.46 2.03 -1.75  -0.805
9 H 2.54 -0.60 -1.94  0.162
10 H 1.22 -0.58 -3.15  0.167
11 H 2.38 1.63 -1.32  0.065
12 H -5.62 -1.21 4.63  -0.006

Calculated values
- Charge: -1
- Molecular weight: 75.1 g mol⁻¹
- Orbital gap: 0.23273 Ha
- ΔE to the lowest compared entry with this formula, charge and spin: 387.97 kJ/mol
- Maximum force: 0.0667 Eh/bohr
- Calculated total energy: -268.89224 hartree
- HOMO level: -2.4 eV

---

Record 3
Computed, not measured: an isolated molecule of C5H12N2 in a non-equilibrium geometry, with ωB97M-V/def2-TZVPD.

Each line ends with the natural charge from an NBO analysis.
Positions of all 19 atoms, in Å:
1 C -0.95 -1.51 0.95  -0.623
2 C -1.08 0.08 0.67  -0.030
3 N -1.98 0.57 1.68  -0.855
4 C 0.14 0.92 0.50  -0.457
5 C 0.73 0.85 -0.86  -0.250
6 C 1.77 0.04 -1.15  0.002
7 N 2.23 -0.36 -2.42  -0.857
8 H -0.63 -1.94 -0.06  0.207
9 H -0.30 -1.83 1.90  0.211
10 H -1.96 -1.75 1.07  0.217
11 H -1.68 0.30 -0.27  0.176
12 H -2.70 1.24 1.36  0.364
13 H -1.45 1.02 2.41  0.348
14 H 0.99 0.52 1.13  0.201
15 H -0.32 1.90 0.87  0.210
16 H 0.07 1.37 -1.65  0.190
17 H 2.35 -0.31 -0.39  0.177
18 H 2.27 0.18 -3.25  0.390
19 H 2.52 -1.30 -2.50  0.378

Calculated values
- Charge: 0
- Molecular weight: 100.2 g mol⁻¹
- SMILES string: C[C@@H](N)C/C=C/N
- Orbital gap: 0.33882 Ha
- ΔE to the lowest compared entry with this formula, charge and spin: 229.97 kJ/mol
- Maximum force: 0.0807 Eh/bohr
- Calculated total energy: -307.14175 hartree
- HOMO level: -8.0 eV

---

Record 4
Computed, not measured: a cluster of 5 separate species, C18H49BN4O8 in total in a non-equilibrium geometry, with ωB97M-V/def2-TZVPD.

Each line ends with the Mulliken charge.
Positions of all 80 atoms, in Å:
1 C -0.57 1.15 1.76  -0.458
2 O 0.79 0.97 1.41  0.003
3 C 1.68 1.93 1.97  -0.669
4 C 2.10 1.64 3.42  0.194
5 C 1.02 1.96 4.45  -1.436
6 N 2.52 0.24 3.59  -0.741
7 H -0.84 2.20 1.87  0.283
8 H -0.79 0.61 2.69  0.268
9 H -1.19 0.71 0.97  -0.112
10 H 2.58 1.90 1.35  0.326
11 H 1.27 2.94 1.87  0.292
12 H 2.96 2.28 3.65  0.533
13 H 0.23 1.21 4.48  0.287
14 H 1.45 2.00 5.45  0.354
15 H 0.57 2.93 4.25  0.329
16 H 3.30 0.05 2.97  0.288
17 H 1.77 -0.35 3.21  0.266
18 C -2.19 6.94 -1.97  -0.648
19 O -2.67 6.32 -0.79  -0.403
20 C -2.59 4.89 -0.80  -0.924
21 C -1.21 4.32 -0.44  1.197
22 C -0.19 4.44 -1.58  -1.721
23 N -0.65 4.96 0.76  -0.630
24 H -2.40 6.35 -2.86  0.290
25 H -1.12 7.14 -1.88  0.232
26 H -2.69 7.91 -2.07  0.264
27 H -3.30 4.56 -0.04  0.365
28 H -2.96 4.50 -1.76  0.441
29 H -1.34 3.26 -0.23  -0.069
30 H 0.20 5.45 -1.70  0.260
31 H 0.67 3.79 -1.38  0.391
32 H -0.63 4.13 -2.53  0.370
33 H -1.29 4.80 1.54  0.279
34 H -0.70 5.97 0.61  0.313
35 C 1.46 -4.38 -0.78  -0.727
36 O 1.81 -3.56 0.33  -0.161
37 C 1.14 -3.89 1.54  -0.208
38 C 1.77 -5.07 2.32  0.195
39 C 1.45 -6.43 1.71  -1.427
40 N 3.22 -4.93 2.43  -0.763
41 H 0.41 -4.68 -0.75  0.306
42 H 2.11 -5.25 -0.83  0.266
43 H 1.62 -3.80 -1.69  0.240
44 H 1.22 -3.00 2.17  0.000
45 H 0.07 -4.05 1.36  0.260
46 H 1.34 -5.05 3.32  0.457
47 H 2.04 -6.64 0.82  0.288
48 H 1.67 -7.23 2.43  0.362
49 H 0.39 -6.51 1.45  0.329
50 H 3.43 -4.06 2.92  0.284
51 H 3.59 -4.76 1.49  0.338
52 C -1.61 -2.09 -0.05  -0.786
53 O -1.90 -1.28 -1.17  -0.198
54 C -2.80 -1.87 -2.11  -0.776
55 C -4.29 -1.75 -1.73  0.312
56 C -4.72 -2.71 -0.63  -1.395
57 N -4.63 -0.38 -1.32  -0.752
58 H -1.58 -3.16 -0.30  0.343
59 H -2.33 -1.91 0.75  0.285
60 H -0.62 -1.80 0.33  0.230
61 H -2.65 -1.32 -3.05  0.317
62 H -2.52 -2.91 -2.31  0.412
63 H -4.88 -1.99 -2.62  0.445
64 H -4.39 -2.40 0.36  0.267
65 H -5.81 -2.78 -0.59  0.361
66 H -4.33 -3.72 -0.82  0.339
67 H -4.43 0.25 -2.09  0.280
68 H -3.96 -0.10 -0.60  0.321
69 C 3.03 -0.49 -1.31  -0.351
70 B 2.27 0.11 -2.61  0.662
71 O 1.04 -0.55 -3.02  -0.494
72 O 2.68 1.27 -3.38  -0.367
73 C 3.87 1.02 -4.12  0.517
74 O 4.88 1.71 -3.82  -0.500
75 O 4.01 0.03 -5.12  -0.423
76 H 2.82 -1.62 -1.14  -0.010
77 H 2.58 0.04 -0.39  -0.025
78 H 4.16 -0.36 -1.31  0.348
79 H 0.32 -0.04 -2.56  0.231
80 H 3.24 0.01 -5.73  0.358

Calculated values
- Charge: 0
- Molecular weight: 460.4 g mol⁻¹
- SMILES string: COC[C@@H](C)N.COC[C@@H](C)N.COC[C@@H](C)N.COC[C@@H](C)N.CB(O)OC(=O)O
- Orbital gap: 0.35206 Ha
- ΔE to the lowest compared entry with this formula, charge and spin: 0.00 kJ/mol
- Maximum force: 0.0997 Eh/bohr
- Calculated total energy: -1560.98895 hartree
- HOMO level: -9.3 eV